# 1
A structure of composition C9H9CdNO4 at a distorted geometry. Source: OMol25; level of theory: ωB97M-V/def2-TZVPD.

Structure (XYZ):
```
24
Properties=species:S:1:pos:R:3
Cd -0.9925 -0.7391 0.1410
C -0.5005 1.4076 1.8764
O -0.0204 2.3011 2.4033
C -3.0394 -0.3036 2.1040
O -3.5828 0.1846 2.9917
C -0.0223 -1.6114 1.8562
O 0.6433 -1.7706 2.7843
C -1.9817 0.9453 -0.7673
O -2.3054 1.9987 -1.1059
C -1.8784 -3.6114 -2.0491
H -1.8576 -3.0270 -2.9849
H -0.9654 -4.1777 -1.7975
C -2.9961 -3.7068 -1.3025
H -3.0422 -4.3518 -0.4084
H -3.9326 -3.2021 -1.5956
C 3.1442 3.1114 0.1565
C 3.2741 1.7729 -0.6159
C 2.0711 0.9556 -0.4817
N 1.1056 0.3174 -0.3698
H 2.3694 3.7491 -0.3002
H 4.0508 3.7232 0.1729
H 2.9058 2.9157 1.2144
H 3.4343 1.9426 -1.6964
H 4.1185 1.1763 -0.2256
```

Properties
E_tot, eV: -23703.22668
Gap between HOMO and LUMO, eV: 8.0
F_max, eV/Å: 6.4
Charge: +2
Relative energy (zero: lowest compared OMol25 entry of this formula, charge and spin), kJ/mol: 6.6
HOMO level, eV: -16.715

These are the Mulliken partial charges, in e, on atoms 1 to 4: number 1, Cd, carries 1.507; number 2, C, carries 0.120; number 3, O, carries -0.078; number 4, C, carries 0.102



# 2
The ion C9H9Cl2N2S with charge +1 at a distorted geometry. Source: OMol25; level of theory: ωB97M-V/def2-TZVPD.

Structure (XYZ):
```
23
Properties=species:S:1:pos:R:3
C -3.2084 -0.8633 0.0666
C -2.7014 0.4548 0.1481
C -4.6044 -0.7857 -0.0654
C -3.4914 1.4963 0.0571
C -2.3182 -1.9596 0.0637
C -0.9931 -1.6995 -0.0179
C 0.1039 0.3809 -1.3704
C 1.2647 1.1998 0.4472
C -0.5437 -0.3557 -0.1282
N 0.6991 1.5798 -0.7720
N 0.1190 0.3209 1.0609
S -5.2009 0.8345 -0.1239
Cl -5.6816 -2.0289 -0.0538
Cl -3.2002 3.1898 0.0607
H -2.6959 -2.9963 0.2461
H -0.3153 -2.5819 0.0705
H 0.6979 -0.2449 -1.9256
H -0.5927 0.7692 -2.1854
H 2.1835 0.6121 0.2018
H 1.4703 2.2249 0.9226
H 0.1446 2.4085 -0.7258
H 0.6423 -0.1962 1.8388
H -0.5731 0.8335 1.4923
```

Properties
E_tot, eV: -48327.64601
Gap between HOMO and LUMO, eV: 7.1
F_max, eV/Å: 5.0
Charge: +1
HOMO level, eV: -11.639

These are the Mulliken partial charges, in e, on atoms 1 to 4: number 1, C, carries 0.390; number 2, C, carries -0.786; number 3, C, carries 0.527; number 4, C, carries 0.339



# 3
The molecule C9H9ClNOP at a distorted geometry. Source: OMol25; level of theory: ωB97M-V/def2-TZVPD.

Structure (XYZ):
```
22
Properties=species:S:1:pos:R:3
C 2.3948 -1.3459 0.5076
C -1.9386 -2.2299 0.2519
C -2.9401 -1.3912 0.6283
C -0.6007 -1.8528 0.2649
C -2.6223 -0.0414 0.9648
C -0.3025 -0.5206 0.4704
C -1.3550 0.3964 0.7709
C 1.4404 2.3257 -1.2981
C 1.8365 0.9102 -1.0136
N 2.9655 -2.3364 0.4391
O 1.7572 1.0632 1.7134
P 1.3895 0.2389 0.5819
Cl -1.0134 2.0391 1.0008
H -2.3604 -3.2261 -0.0513
H -3.9530 -1.7214 0.6371
H 0.1295 -2.5455 0.0841
H -3.4460 0.6805 1.0261
H 0.4752 2.6937 -1.1663
H 1.9917 2.9377 -0.6301
H 1.6761 2.7419 -2.3687
H 2.9186 0.9728 -1.0297
H 1.5572 0.2113 -1.7834
```

Properties
E_tot, eV: -34827.39595
Gap between HOMO and LUMO, eV: 10.0
F_max, eV/Å: 3.1
Relative energy (zero: lowest compared OMol25 entry of this formula, charge and spin), kJ/mol: 0.0
SMILES: CC[P@](=O)(C#N)c1ccccc1Cl
HOMO level, eV: -9.764

These are the Mulliken partial charges, in e, on atoms 1 to 4: number 1, C, carries 0.078; number 2, C, carries -0.511; number 3, C, carries -0.411; number 4, C, carries -0.457



# 4
The molecule C9H9F at a distorted geometry. Source: OMol25; level of theory: ωB97M-V/def2-TZVPD.

Structure (XYZ):
```
19
Properties=species:S:1:pos:R:3
C 0.8286 -0.0370 0.6187
C 1.8766 -0.2536 0.0255
C -0.6527 1.7024 0.0225
C -1.2455 1.1850 -1.0692
C -0.2643 0.7246 1.1803
C -1.6799 -0.1869 -1.1284
C -1.4325 -0.1976 1.3339
C -1.8567 -0.7754 0.0423
C 3.0504 -0.9935 -0.5703
F -2.2244 -2.1069 0.1134
H -0.0849 2.6926 -0.0157
H -0.9246 1.6744 -2.0273
H -0.0479 1.3103 2.0807
H -1.9080 -0.5397 -2.2011
H -1.1772 -1.1088 2.0049
H -2.3471 0.2975 1.8737
H 3.2075 -0.6187 -1.6353
H 2.9786 -2.0008 -0.5794
H 3.9039 -0.7680 -0.0693
```

Properties
E_tot, eV: -12192.34067
Gap between HOMO and LUMO, eV: 9.1
F_max, eV/Å: 5.4
Relative energy (zero: lowest compared OMol25 entry of this formula, charge and spin), kJ/mol: 52.8
SMILES: CC#C[C@H]1C=CC=C(F)C1
HOMO level, eV: -8.368

These are the Mulliken partial charges, in e, on atoms 1 to 4: number 1, C, carries -0.540; number 2, C, carries 0.571; number 3, C, carries -0.536; number 4, C, carries -0.226